# C2H10N2O3

A 3-piece molecular cluster, C2H10N2O3 overall at a distorted geometry (the ωB97M-V functional and the def2-TZVPD basis, OMol25).

Last column: Mulliken charge in e.
Positions of all 17 atoms, in Å:
C -1.906 -1.029 0.561  -0.460
N 1.297 2.068 1.383  -0.484
O 0.457 1.085 0.952  -0.540
O -2.067 -0.399 -0.711  -0.269
H 2.154 2.096 0.826  0.224
H 1.556 1.870 2.348  0.220
H -2.855 -1.530 0.744  0.283
H -1.083 -1.748 0.535  0.181
H -1.690 -0.292 1.339  0.260
C 1.512 -0.980 -0.970  -0.514
N -0.905 0.351 -1.040  -0.292
O 1.934 -0.327 0.018  -0.332
H -1.207 1.018 -1.747  0.301
H -0.385 0.945 -0.085  0.469
H 1.256 -2.046 -0.834  0.314
H 1.874 -0.728 -1.982  0.336
H 0.058 -0.355 -1.337  0.303

The value obtained for the LUMO energy (alpha / beta) is -0.40 / -0.40 eV. As for the relative energy (zero: lowest compared OMol25 entry of this formula, charge and spin): 8.899 eV. The highest occupied orbital energy (alpha / beta) is -6.7936 / -6.7808 eV.

---

# C41H53CaF4N3NaO18

C41H53CaF4N3NaO18 as an isolated structure at a distorted geometry (the ωB97M-V functional and the def2-TZVPD basis, OMol25).

Last column: Mulliken charge in e.
Positions of all 121 atoms, in Å:
C -2.102 1.384 6.641  -1.525
C -2.122 1.931 5.229  1.174
C -1.802 3.281 5.073  -0.492
C -1.773 3.911 3.843  -0.967
C -2.097 3.172 2.713  -0.964
C -2.409 1.832 2.854  -0.248
C -2.419 1.178 4.090  0.632
C -2.743 -0.317 4.142  -0.317
C -2.118 -1.016 2.941  0.081
C -0.731 -0.841 2.824  -0.517
C -0.090 -1.397 1.750  -0.378
C -0.785 -2.112 0.794  -0.300
C -2.134 -2.328 0.900  -0.445
C -2.814 -1.778 1.996  1.223
C -4.302 -2.041 2.054  -1.230
C -5.115 -1.267 1.012  0.288
O -6.045 -1.813 0.475  -0.511
O -4.839 0.033 0.736  -0.272
C 0.172 -2.514 -0.281  -0.139
O 0.010 -3.220 -1.233  -0.697
N 1.382 -1.891 0.073  0.391
C 2.362 -1.619 -0.934  -1.004
C 2.510 -0.154 -1.397  -0.475
N 3.856 0.271 -1.082  -0.255
C 1.369 -1.339 1.358  0.240
O 2.309 -0.957 1.991  -0.586
H -2.440 0.354 6.676  0.420
H -1.123 1.487 7.087  -0.148
H -2.817 1.954 7.241  0.457
H -1.556 3.863 5.958  0.767
H -1.515 4.956 3.743  0.443
H -2.092 3.595 1.719  0.473
H -2.637 1.264 1.959  0.300
H -2.273 -0.751 5.021  0.139
H -3.828 -0.422 4.178  -0.132
H -0.183 -0.270 3.562  0.591
H -2.648 -2.910 0.142  0.820
H -4.719 -1.905 3.063  0.647
H -4.496 -3.086 1.821  0.392
H -5.636 0.371 0.294  0.374
H 3.358 -1.929 -0.605  0.398
H 2.124 -2.254 -1.785  0.688
H 1.684 0.486 -1.053  0.373
H 2.495 -0.092 -2.504  0.170
H 4.215 0.989 -1.695  0.219
H 3.960 0.636 -0.144  0.181
Na -6.303 -0.403 3.026  0.840
N -1.022 -6.249 -2.327  0.970
O -0.160 -6.069 -3.233  -0.669
O -0.673 -6.692 -1.225  -0.657
O -2.209 -5.951 -2.555  -0.659
C 3.689 -1.299 7.726  -0.869
C 2.404 -1.040 7.450  0.191
C 1.593 -0.073 8.265  0.966
O 0.424 0.121 7.914  -0.636
C 2.204 0.575 9.394  -0.979
C 3.496 0.318 9.685  0.196
C 4.326 -0.635 8.850  0.973
O 5.481 -0.785 9.181  -0.563
O 4.128 0.861 10.697  -0.550
O 1.751 -1.609 6.440  -0.519
H 4.281 -1.989 7.142  0.466
H 1.601 1.245 9.995  0.688
H 5.044 0.507 10.682  0.385
H 0.843 -1.260 6.460  0.243
F 6.297 0.369 -0.830  -0.914
O 1.839 -1.339 -6.692  -0.595
C 0.965 -2.129 -6.418  1.107
O -0.183 -2.280 -7.040  -0.314
C -1.015 -3.255 -6.325  -0.520
C -0.027 -4.095 -5.520  -0.529
C 1.054 -3.080 -5.258  -0.297
H -1.704 -2.692 -5.696  0.253
H -1.587 -3.834 -7.041  0.389
H -0.425 -4.541 -4.607  0.132
H 0.368 -4.899 -6.140  0.318
H 0.841 -2.516 -4.337  -0.285
H 2.052 -3.547 -5.233  0.519
C -5.815 5.985 -2.277  -1.082
C -4.458 6.628 -2.103  -0.220
O -4.332 7.237 -0.792  -0.324
C -4.007 6.441 0.202  0.352
O -3.804 5.260 0.157  -0.516
C -3.861 7.264 1.499  0.941
F -4.862 8.129 1.651  -0.250
F -2.710 7.947 1.480  -0.265
F -3.841 6.458 2.566  -0.243
H -6.608 6.709 -2.090  0.307
H -5.917 5.607 -3.293  0.382
H -5.948 5.155 -1.583  0.287
H -4.324 7.444 -2.807  0.320
H -3.648 5.917 -2.255  0.317
C 6.710 -3.562 -4.925  -0.625
C 6.722 -3.571 -3.394  -0.758
C 5.281 -3.263 -3.074  -0.293
O 4.468 -3.786 -4.157  -0.543
C 5.357 -4.174 -5.256  -0.427
H 7.532 -4.120 -5.366  0.370
H 6.758 -2.534 -5.293  0.247
H 6.974 -4.564 -3.022  0.313
H 7.409 -2.853 -2.953  0.418
H 5.133 -2.169 -3.044  0.512
H 4.946 -3.689 -2.128  0.206
H 5.391 -5.262 -5.280  0.284
H 4.938 -3.816 -6.195  0.337
Ca 2.895 -1.970 -3.857  1.509
C 0.350 1.519 -8.084  -0.967
C -1.066 1.332 -8.677  0.860
C -0.943 1.377 -10.217  -1.318
O -1.882 2.311 -8.240  -0.828
H 0.780 2.482 -8.366  0.419
H 0.316 1.465 -6.991  0.130
H 1.030 0.731 -8.437  0.162
H -1.368 0.285 -8.422  -0.126
H -0.556 2.345 -10.539  0.314
H -1.920 1.223 -10.676  0.325
H -0.267 0.595 -10.590  0.311
O 0.395 3.352 7.800  -0.377
H 0.294 2.387 8.038  0.215
H 0.727 3.455 6.879  0.489
H 0.956 3.835 8.445  0.478

The value obtained for the LUMO energy is -4.92 eV. Its net charge is +1. The highest occupied orbital energy is -5.8015 eV.

---

# C44H66BCl3F6N10O7PRuS5

C44H66BCl3F6N10O7PRuS5 as an isolated structure (the ωB97M-V functional and the def2-TZVPD basis, OMol25).

Last column: Mulliken spin population.
Positions of all 144 atoms, in Å:
Ru -0.992 0.357 -0.085  0.830
C -5.292 1.023 2.090  -0.004
C -6.121 0.866 0.823  0.003
C -6.402 2.223 0.180  -0.002
C -7.443 0.195 1.192  -0.001
N -5.421 0.013 -0.197  0.004
C -5.990 -1.097 -0.797  0.001
C -5.173 -1.482 -1.794  -0.002
N -4.098 -0.618 -1.825  -0.003
B -3.262 -0.514 -3.128  0.005
N -2.100 -1.528 -3.290  -0.016
C -1.776 -1.960 -4.556  0.006
C -0.840 -2.919 -4.440  -0.006
N -0.569 -3.068 -3.091  -0.002
C -1.340 -2.182 -2.403  0.020
S -1.409 -1.961 -0.694  -0.030
C 0.327 -4.125 -2.531  -0.003
C 0.891 -4.963 -3.676  0.000
C -0.483 -5.036 -1.609  0.000
C 1.486 -3.462 -1.793  0.002
N -2.748 0.903 -3.502  0.009
C -3.504 1.698 -4.334  0.007
C -2.721 2.695 -4.776  -0.003
N -1.469 2.531 -4.210  0.007
C -1.518 1.446 -3.391  0.013
S -0.268 0.810 -2.370  0.013
C -0.338 3.369 -4.747  0.005
C -0.195 3.007 -6.229  0.000
C 0.993 3.106 -4.062  -0.007
C -0.709 4.846 -4.596  0.000
C -4.238 0.256 -0.811  0.012
S -3.085 1.470 -0.417  0.002
H -5.925 1.464 2.863  0.000
H -4.444 1.675 1.921  0.001
H -4.925 0.059 2.433  0.001
H -6.924 2.857 0.898  0.000
H -7.033 2.108 -0.704  0.000
H -5.478 2.725 -0.104  0.001
H -7.928 0.810 1.948  0.000
H -7.284 -0.794 1.625  0.000
H -8.120 0.121 0.340  0.000
H -6.922 -1.518 -0.476  -0.001
H -5.276 -2.283 -2.504  0.001
H -4.037 -0.807 -4.006  0.000
H -2.258 -1.559 -5.429  0.000
H -0.354 -3.498 -5.199  0.000
H 0.105 -5.458 -4.247  0.000
H 1.520 -5.738 -3.240  0.000
H 1.512 -4.371 -4.349  0.000
H -1.296 -5.509 -2.162  0.000
H -0.903 -4.492 -0.765  0.002
H 0.168 -5.821 -1.221  0.000
H 1.991 -2.736 -2.434  0.000
H 2.206 -4.226 -1.495  0.000
H 1.115 -2.955 -0.909  0.001
H -4.527 1.460 -4.559  0.000
H -2.942 3.505 -5.443  0.001
H 0.046 1.948 -6.344  0.000
H 0.616 3.592 -6.663  0.000
H -1.103 3.220 -6.793  0.000
H 1.305 2.067 -4.155  0.002
H 0.962 3.372 -3.012  0.003
H 1.738 3.730 -4.558  0.000
H -1.520 5.133 -5.267  0.000
H 0.159 5.453 -4.856  0.000
H -0.996 5.069 -3.573  0.000
C 6.508 -3.345 3.583  0.000
C 5.202 -3.702 2.863  0.000
C 4.253 -4.357 3.875  0.000
C 5.529 -4.743 1.782  0.000
C 4.591 -2.411 2.217  0.001
O 5.520 -2.012 1.218  0.000
C 4.352 -1.284 3.257  -0.001
C 5.468 -0.228 3.371  0.000
C 5.388 0.859 2.325  0.000
C 6.278 0.934 1.260  0.000
C 6.160 1.924 0.294  0.000
C 5.147 2.861 0.405  0.000
Cl 4.990 4.102 -0.804  0.000
C 4.267 2.833 1.475  0.000
C 4.396 1.831 2.423  0.000
C 3.277 -2.791 1.518  -0.001
N 2.578 -1.652 0.935  0.000
C 1.266 -1.451 0.906  0.039
N 1.009 -0.408 0.128  -0.074
C 2.228 0.015 -0.285  0.009
N 3.208 -0.732 0.167  0.000
H 6.989 -4.261 3.931  0.000
H 6.333 -2.717 4.458  0.000
H 7.198 -2.833 2.913  0.000
H 4.787 -5.158 4.390  0.000
H 3.386 -4.814 3.397  0.000
H 3.897 -3.667 4.640  0.000
H 6.118 -5.547 2.225  0.000
H 6.106 -4.302 0.971  0.000
H 4.630 -5.201 1.366  0.000
H 5.133 -1.271 0.725  0.000
H 4.208 -1.743 4.234  0.000
H 3.417 -0.759 3.039  0.000
H 6.446 -0.701 3.341  0.000
H 5.374 0.243 4.352  0.000
H 7.066 0.196 1.172  0.000
H 6.851 1.972 -0.537  0.000
H 3.500 3.588 1.569  0.000
H 3.715 1.817 3.267  0.000
H 2.570 -3.266 2.196  0.001
H 3.507 -3.483 0.708  0.000
H 0.521 -2.069 1.393  -0.017
H 2.378 0.866 -0.929  0.007
Cl -4.757 -2.861 3.549  0.000
C -4.033 -3.058 1.927  0.010
Cl -3.780 -4.769 1.551  0.002
C -2.728 -2.221 1.845  0.004
O -1.657 -2.769 2.120  0.001
O -2.950 -1.057 1.417  0.023
H -4.755 -2.674 1.217  -0.002
F 1.164 5.405 -1.246  0.000
C 1.074 4.389 -0.396  -0.001
F 1.806 3.372 -0.862  -0.003
F 1.570 4.760 0.783  0.000
S -0.688 3.843 -0.230  0.002
O -0.510 2.503 0.331  0.014
O -1.222 3.915 -1.552  0.001
N -1.386 4.845 0.701  0.001
S -0.999 5.317 2.168  0.000
O -0.423 4.285 2.981  0.000
O -0.415 6.619 2.172  0.000
C -2.715 5.550 2.802  0.000
F -3.330 6.541 2.167  0.000
F -2.649 5.843 4.101  0.000
F -3.436 4.435 2.656  0.000
C -0.360 -0.705 3.657  0.018
P -0.653 0.557 2.373  0.090
C -2.020 1.489 3.098  0.000
C 0.868 1.523 2.681  0.003
H -0.282 -0.154 4.598  0.001
H 0.584 -1.223 3.489  0.001
H -1.159 -1.434 3.693  -0.003
H -1.714 1.979 4.022  0.003
H -2.824 0.779 3.286  -0.001
H -2.364 2.237 2.391  0.001
H 0.871 1.851 3.722  -0.001
H 0.964 2.393 2.045  0.001
H 1.722 0.861 2.519  -0.006

The value obtained for the LUMO energy (alpha / beta) is -0.24 / -0.88 eV. As for the relative energy (zero: lowest compared OMol25 entry of this formula, charge and spin): 0.329 eV. As for the spin multiplicity: 2. The highest occupied orbital energy (alpha / beta) is -7.8247 / -7.8069 eV.